(1)
92
Properties=species:S:1:pos:R:3 method="wB97M-V/def2-TZVPD" s2=8.753 homo_energy_ev="-7.37 / -7.37" lumo_ev="-1.3 / -1.3" relative_energy_kcal_mol=44.9 multiplicity=6
Mn 0.3454 -1.3288 2.0742
C 0.3307 -3.0364 4.7041
N 0.5619 -1.6176 4.3364
C -0.3710 -0.8088 5.1405
C 1.9487 -1.2391 4.6316
C 2.9267 -1.9467 3.7132
N 2.7286 -1.5575 2.3064
C 3.4829 -0.3381 2.0107
C 3.1960 -2.6323 1.4198
H 0.5787 -3.1789 5.7639
H 0.9291 -3.7033 4.0905
H -0.7183 -3.2710 4.5262
H -0.1731 -0.9521 6.2105
H -1.3887 -1.1275 4.9099
H -0.2594 0.2515 4.9152
H 2.1939 -1.4744 5.6764
H 2.0431 -0.1541 4.5193
H 2.7851 -3.0231 3.7869
H 3.9572 -1.7371 4.0274
H 4.5622 -0.5165 2.1032
H 3.2053 0.4618 2.6952
H 3.2716 -0.0084 0.9933
H 4.2509 -2.8666 1.6129
H 3.1017 -2.3105 0.3829
H 2.5857 -3.5208 1.5696
Cl -7.6327 0.0720 1.8604
C -6.0183 -0.4236 1.5346
C -4.9465 0.2970 2.0547
Cl -5.2229 1.6711 3.0478
C -3.6418 -0.0850 1.7673
Cl -2.2865 0.7776 2.3717
C -3.4272 -1.2116 1.0041
O -2.1996 -1.6705 0.6537
C -4.4779 -1.9436 0.4851
Cl -2.8118 -2.6883 3.5217
C -5.7728 -1.5374 0.7270
Cl -7.0952 -2.3688 -0.0073
C 1.9497 7.5954 -8.5477
O 2.0327 7.8749 -7.1606
C 1.8507 6.8506 -6.2981
C 1.6040 5.5365 -6.6799
C 1.4355 4.5633 -5.7046
C 1.5100 4.8736 -4.3537
C 1.7550 6.2007 -3.9857
C 1.9230 7.1750 -4.9412
C 1.3401 3.8677 -3.3056
N 1.2888 4.1196 -2.0180
C 1.1244 2.9022 -1.4156
C 1.0782 1.8925 -2.3499
N 1.2191 2.5251 -3.5595
C 0.9328 0.5157 -2.0092
C 0.9166 -0.5545 -2.9123
C 0.7952 -1.8365 -2.4356
C 0.6827 -2.0344 -1.0579
N 0.6842 -1.0377 -0.1926
C 0.8109 0.2234 -0.6358
C 0.8355 1.2762 0.3635
N 0.6995 0.9120 1.6562
C 0.7486 1.8602 2.5767
C 0.9208 3.2134 2.2886
C 1.0439 3.5999 0.9774
C 1.0046 2.6187 -0.0171
H 2.1096 8.5422 -9.0543
H 0.9651 7.2041 -8.8142
H 2.7214 6.8856 -8.8549
H 1.5364 5.2595 -7.7212
H 1.2319 3.5513 -6.0349
H 1.8098 6.4479 -2.9345
H 2.1128 8.2038 -4.6668
H 1.2407 2.0962 -4.4669
H 1.0068 -0.3742 -3.9766
H 0.7865 -2.6874 -3.1020
H 0.5951 -3.0278 -0.6353
H 0.6315 1.5403 3.6035
H 0.9433 3.9320 3.0954
H 1.1690 4.6359 0.6914
O -0.9633 -7.3673 0.2172
S -1.3914 -6.5485 1.3204
O -1.9568 -7.1954 2.4658
N -0.2002 -5.5102 1.7549
C -0.5447 -4.2911 1.4536
O 0.1742 -3.2848 1.7431
C -1.8672 -4.1401 0.7575
C -2.3822 -2.9558 -0.0053
C -3.9004 -3.0579 -0.3574
C -4.5233 -4.4240 -0.2155
C -3.8485 -5.4887 0.2058
C -2.4959 -5.3057 0.6871
H -1.8009 -2.8799 -0.9269
H -4.0201 -2.7691 -1.4086
H -5.5596 -4.5116 -0.5048
H -4.3081 -6.4660 0.2616


(2)
81
Properties=species:S:1:pos:R:3 method="wB97M-V/def2-TZVPD" s2=12.053 total_charge=+1 homo_energy_ev="-10.04 / -9.33" lumo_ev="-3.0 / -4.1" relative_energy_kcal_mol=0.0 multiplicity=7
C -2.3975 -0.9145 3.8953
C -3.3222 -0.9646 2.8081
C -3.2255 -2.2651 2.2141
H -4.0108 -0.1659 2.5287
C -2.2263 -3.0033 2.9300
C -1.7165 -2.1624 3.9641
H -0.9941 -2.4656 4.7211
H -2.2698 -0.0916 4.5934
H -3.8461 -2.6501 1.4036
H -1.9500 -4.0506 2.7546
Eu -0.8819 -0.9699 1.3988
Si -1.2396 -0.5556 -2.5536
C -0.8833 1.0240 -3.5668
C 0.3229 1.0924 -4.2690
H 1.1161 0.3697 -4.0400
C 0.5283 2.0254 -5.2857
H 1.4881 2.0400 -5.8128
C -0.4687 2.9540 -5.5897
H -0.3079 3.6910 -6.3856
C -1.6519 2.9463 -4.8461
H -2.4114 3.7063 -5.0426
C -1.8465 1.9978 -3.8340
H -2.7635 2.0048 -3.2450
C -0.9446 -1.7204 -4.0533
C -1.4414 -1.4190 -5.3409
H -2.1796 -0.6217 -5.4704
C -0.9459 -2.0487 -6.4918
H -1.3188 -1.7579 -7.4732
C 0.0375 -3.0403 -6.3931
H 0.4600 -3.5028 -7.2868
C 0.4785 -3.4052 -5.1244
H 1.2524 -4.1673 -5.0103
C -0.0616 -2.8016 -3.9848
H 0.2744 -3.1701 -3.0206
H -2.6371 -0.5836 -2.0402
Si 2.7614 1.0417 -1.5566
C 1.6715 -0.5285 -1.6205
C 0.1900 -0.6408 -1.2795
H -0.0363 0.1898 -0.5603
C -0.3139 -1.9830 -0.9331
H -1.4091 -2.1824 -0.7812
C 0.5793 -3.0496 -0.7398
H 0.2131 -3.9766 -0.2749
C 1.9126 -2.9208 -1.1303
H 2.5644 -3.7904 -1.0448
C 2.4237 -1.6833 -1.5573
H 3.4967 -1.6297 -1.7642
C 1.5923 2.4853 -1.3788
C 0.5935 2.4668 -0.3938
H 0.7286 1.8920 0.5394
C -0.5862 3.1755 -0.6126
H -1.4934 2.9421 -0.0328
C -0.6238 4.1650 -1.6024
H -1.5477 4.7232 -1.7979
C 0.5168 4.4092 -2.3754
H 0.5171 5.2088 -3.1196
C 1.6170 3.5506 -2.2822
H 2.4787 3.6871 -2.9311
H 3.8421 1.1606 -2.4476
Cl 3.6766 0.9573 0.2862
N 1.6510 0.1048 5.8979
C 0.8251 1.0778 6.4280
C 0.7905 1.6410 7.6921
C -0.2668 2.5273 7.9687
C -1.2289 2.8168 6.9769
C -1.1645 2.2347 5.7007
C -0.1221 1.3470 5.4116
N 0.1447 0.5395 4.3156
C 1.2200 -0.2122 4.6436
C 1.7831 -1.3210 3.9120
C 2.8244 -2.1207 4.3421
S 3.0117 -3.4931 3.2850
C 1.6546 -2.9396 2.3602
N 1.1343 -1.7660 2.7512
H 2.4060 -0.3518 6.3927
H 1.5801 1.3770 8.4008
H -0.3325 2.9956 8.9534
H -2.0238 3.5271 7.2178
H -1.8935 2.4436 4.9145
H 3.3941 -1.9610 5.2503
H 1.2322 -3.4903 1.5250


(3)
85
Properties=species:S:1:pos:R:3 method="wB97M-V/def2-TZVPD" s2=2.061 homo_energy_ev="-5.79 / -7.02" lumo_ev="0.0 / -0.7" relative_energy_kcal_mol=141.2 multiplicity=3
Au -0.0699 -0.0054 -0.5011
C -0.4949 1.4540 2.7212
C 2.0163 0.6190 1.9399
P 1.9923 1.2045 0.1949
C 3.2513 2.5227 -0.0023
C 3.6554 2.8449 -1.2942
C 4.6085 3.8205 -1.5160
C 5.1901 4.4861 -0.4424
C 4.8074 4.1585 0.8481
C 3.8384 3.1869 1.0602
C 3.1666 -0.0881 -0.5100
C 2.9138 -0.6121 -1.7683
C 3.7627 -1.5506 -2.3396
C 4.8853 -1.9793 -1.6518
C 5.1601 -1.4557 -0.3930
C 4.3111 -0.5151 0.1623
C -1.7338 1.0636 1.9118
P -1.9200 1.6445 0.1525
C -3.3265 2.8613 0.4599
C -4.5029 2.3296 0.9836
C -5.5866 3.1309 1.3035
C -5.5284 4.4984 1.0861
C -4.3715 5.0455 0.5537
C -3.2845 4.2380 0.2509
C -3.0698 0.3744 -0.6338
C -3.5863 0.7025 -1.8845
C -4.3608 -0.2049 -2.5859
C -4.6338 -1.4570 -2.0512
C -4.1293 -1.7888 -0.8029
C -3.3512 -0.8816 -0.0987
H -0.8911 3.4404 2.5476
H -0.7880 1.5159 3.7736
H 2.3866 -0.4078 1.9340
H 2.7286 1.1970 2.5409
H 3.2208 2.3262 -2.1413
H 4.9053 4.0589 -2.5279
H 5.9444 5.2418 -0.6134
H 5.2637 4.6549 1.6951
H 3.5504 2.9541 2.0781
H 2.0305 -0.2960 -2.3147
H 3.5384 -1.9527 -3.3181
H 5.5439 -2.7174 -2.0878
H 6.0360 -1.7805 0.1524
H 4.5547 -0.1052 1.1363
H -2.6066 1.4024 2.4769
H -1.7243 -0.0315 1.9197
H -4.5919 1.2601 1.1375
H -6.4814 2.6802 1.7109
H -6.3747 5.1283 1.3220
H -4.3101 6.1085 0.3645
H -2.4087 4.7136 -0.1625
H -3.3764 1.6733 -2.3169
H -4.7507 0.0676 -3.5574
H -5.2339 -2.1673 -2.6028
H -4.3314 -2.7594 -0.3690
H -2.9519 -1.1864 0.8585
C 1.5811 5.0952 2.1580
N 1.0013 4.4415 1.0038
C 0.9859 5.0290 -0.2073
C 0.3218 4.5336 -1.2923
C -0.6126 3.4772 -1.0108
O -1.4400 2.9640 -1.7864
N -0.6659 3.0436 0.2911
C 0.5360 3.0523 1.0632
O -0.0732 2.8992 2.5051
H 2.3727 5.7673 1.8298
H 2.0193 4.3535 2.8219
H 0.8309 5.6639 2.7127
H 1.5780 5.9342 -0.2789
H 0.3923 4.9835 -2.2657
Cl -0.3634 -2.0864 -2.5969
C -0.4687 -3.3428 -1.4038
C -0.4142 -4.6405 -1.8541
C -0.5701 -5.6896 -0.9520
C -0.8086 -5.4292 0.3929
C -0.8685 -4.1289 0.8318
Cl -1.2024 -3.8411 2.5080
C -0.6623 -2.9875 -0.0171
N -0.6962 -1.7941 0.5077
H -0.2642 -4.8345 -2.9056
H -0.5229 -6.7103 -1.3028
H -0.9531 -6.2362 1.0959
N 0.6470 -0.4845 3.4944
C 0.7208 0.5142 2.7161
H -0.2341 -0.4958 4.0079


(4)
77
Properties=species:S:1:pos:R:3 method="wB97M-V/def2-TZVPD" homo_energy_ev=-6.58 lumo_ev=0.5
Au 0.6730 0.5157 0.3441
C -1.0867 4.1735 -1.0312
C -2.4230 3.6507 -1.5067
C -3.2325 4.4591 -2.3011
C -4.4835 4.0362 -2.7298
C -4.9483 2.7834 -2.3654
C -4.1514 1.9573 -1.5832
C -2.8961 2.3734 -1.1448
P -1.7965 1.2811 -0.1594
C -2.6262 -0.3446 -0.3643
C -2.3102 -0.9360 -1.5944
C -2.8852 -2.1271 -2.0058
C -3.7652 -2.7781 -1.1550
C -4.0603 -2.2212 0.0807
C -3.5212 -0.9998 0.4980
C -3.9526 -0.4540 1.8414
C -2.0060 1.9550 1.5196
C -2.9382 2.9629 1.7973
C -2.9541 3.6068 3.0218
C -1.9977 3.2747 3.9805
C -1.0773 2.2779 3.7222
C -1.0852 1.5629 2.5151
C -0.1697 0.4217 2.3079
H -0.8811 5.1531 -1.4616
H -0.2745 3.4948 -1.3017
H -1.0699 4.2702 0.0586
H -2.8705 5.4398 -2.5889
H -5.0930 4.6850 -3.3485
H -5.9292 2.4487 -2.6807
H -4.5121 0.9712 -1.3109
H -1.6010 -0.4338 -2.2457
H -2.6350 -2.5492 -2.9732
H -4.2271 -3.7138 -1.4524
H -4.7482 -2.7336 0.7449
H -4.6859 -1.1201 2.2946
H -4.4000 0.5362 1.7468
H -3.1098 -0.3564 2.5293
H -3.6557 3.2547 1.0376
H -3.6976 4.3687 3.2277
H -1.9777 3.7950 4.9319
H -0.3379 2.0177 4.4719
H -0.7121 -0.5301 2.2225
H 0.5789 0.3278 3.0937
C 6.6145 -3.8075 1.6329
C 6.1538 -2.7442 2.3991
C 4.9545 -2.1253 2.0783
C 4.2000 -2.5261 0.9700
C 4.6624 -3.6133 0.2283
C 5.8597 -4.2445 0.5547
P 2.5755 -1.6489 0.7030
C 3.1200 -0.0530 -0.0581
C 2.7822 0.3697 -1.3516
C 3.1077 1.6558 -1.7917
C 3.7618 2.5378 -0.9541
C 4.0799 2.1453 0.3446
C 3.7454 0.8789 0.7913
C 1.8750 -2.5885 -0.7064
C 2.4500 -2.7236 -1.9745
C 1.8590 -3.5298 -2.9371
C 0.7007 -4.2397 -2.6393
C 0.1287 -4.1323 -1.3809
C 0.7027 -3.2954 -0.4276
H 7.5436 -4.3029 1.8860
H 6.7233 -2.4096 3.2587
H 4.5905 -1.3296 2.7181
H 4.0881 -3.9906 -0.6079
H 6.2001 -5.0851 -0.0403
H 2.2614 -0.2964 -2.0247
H 2.8474 1.9576 -2.7987
H 4.0022 3.5381 -1.2961
H 4.5681 2.8383 1.0182
H 3.9542 0.6074 1.8189
H 3.3824 -2.2226 -2.2025
H 2.3112 -3.6169 -3.9184
H 0.2495 -4.8788 -3.3907
H -0.7672 -4.6909 -1.1366
H 0.2452 -3.1908 0.5517


(5)
87
Properties=species:S:1:pos:R:3 method="wB97M-V/def2-TZVPD" s2=9.336 total_charge=+2 homo_energy_ev="-12.79 / -12.79" lumo_ev="-6.4 / -6.4" relative_energy_kcal_mol=11.7 multiplicity=6
Dy 0.5428 0.1443 -0.0702
C 0.6201 -2.2922 -2.8085
O -0.1506 -1.4436 -1.9511
C -1.5443 -1.5327 -2.1261
C -2.1506 -2.1435 -3.2122
C -3.5340 -2.1694 -3.3161
C -4.3239 -1.5910 -2.3369
C -3.7296 -0.9883 -1.2492
C -2.3384 -0.9427 -1.1216
N -1.7073 -0.3081 -0.0332
N -2.5660 0.1002 0.8512
C -2.2735 0.6898 1.9964
C -0.9343 0.8735 2.5054
O 0.1059 0.4357 1.8779
C -0.7825 1.5238 3.7573
C -1.8585 1.9386 4.4820
C -3.1909 1.7221 4.0474
C -4.2872 2.1039 4.8411
C -5.5697 1.8295 4.4340
C -5.7858 1.1724 3.2211
C -4.7294 0.8295 2.4047
C -3.4117 1.0867 2.8028
H 0.5613 -1.9706 -3.8504
H 0.2780 -3.3260 -2.7351
H 1.6578 -2.2218 -2.4829
H -1.5682 -2.5925 -3.9988
H -3.9884 -2.6529 -4.1645
H -5.3984 -1.6025 -2.4217
H -4.3155 -0.5249 -0.4731
H 0.2250 1.6711 4.1203
H -1.7000 2.4328 5.4287
H -4.1045 2.6143 5.7743
H -6.4101 2.1174 5.0464
H -6.7909 0.9168 2.9221
H -4.9045 0.3369 1.4612
F 2.8299 4.6240 -5.9347
C 2.2055 4.2188 -4.8493
C 1.2773 5.0429 -4.2095
F 1.0131 6.2466 -4.6819
C 0.6221 4.5838 -3.0689
F -0.2495 5.3895 -2.4748
C 0.8535 3.3194 -2.5263
P -0.1341 2.7249 -1.0684
C 0.1673 4.0505 0.1458
C -0.7196 4.1179 1.2218
C -0.5274 5.0582 2.2173
C 0.5463 5.9351 2.1486
C 1.4427 5.8506 1.0939
C 1.2720 4.8992 0.1031
C -1.8175 3.0370 -1.7129
C -2.5673 4.1772 -1.4367
C -3.8217 4.3255 -2.0017
C -4.3313 3.3450 -2.8377
C -3.5920 2.2026 -3.1076
C -2.3391 2.0450 -2.5458
C 1.7907 2.5258 -3.1830
Br 2.2229 0.7794 -2.5355
C 2.4646 2.9531 -4.3202
F 3.3489 2.1506 -4.8942
H -1.5697 3.4460 1.2594
H -1.2246 5.1127 3.0383
H 0.6830 6.6806 2.9170
H 2.2762 6.5339 1.0369
H 1.9845 4.8403 -0.7101
H -2.1722 4.9566 -0.8050
H -4.3964 5.2164 -1.7967
H -5.3057 3.4756 -3.2806
H -3.9927 1.4418 -3.7602
H -1.7537 1.1565 -2.7661
N 2.3462 1.7855 0.9274
C 3.2031 0.9654 1.8197
C 3.8742 -0.1595 1.0178
C 3.8069 -1.5289 1.6977
C 2.3993 -2.1231 1.7471
N 1.7504 -2.1151 0.4024
H 2.9719 2.3230 0.3200
H 1.8880 2.4807 1.5249
H 2.5576 0.5458 2.5969
H 3.9599 1.5895 2.3100
H 4.9212 0.0846 0.8333
H 3.3833 -0.2345 0.0342
H 4.1877 -1.4692 2.7170
H 4.4695 -2.2098 1.1601
H 1.7583 -1.5592 2.4329
H 2.4845 -3.1490 2.1245
H 0.9890 -2.8035 0.4440
H 2.4407 -2.5283 -0.2364